C9H11BF4N2O10P2Sc | ωB97M-V/def2-TZVPD

Geometry as XYZ:
```
40
Properties=species:S:1:pos:R:3:forces:R:3
Sc -9.703416 4.803518 -9.116476 0.301 0.431 -0.671
O -6.327649 6.822185 -7.639680 -0.301 0.149 0.426
C -7.446761 6.534882 -8.004138 1.296 0.572 -0.478
O -7.993529 5.369744 -7.930958 -0.762 -1.224 0.236
C -8.292274 7.537826 -8.735984 0.909 0.588 -1.290
C -7.854401 8.818201 -9.090617 -2.307 -0.261 -0.181
C -8.748078 9.592578 -9.817913 -0.554 -0.475 -0.209
C -9.937160 9.023985 -10.291268 -0.546 1.581 0.087
C -10.262463 7.747819 -9.962930 0.868 -1.314 -0.909
N -9.375463 7.035465 -9.285980 -0.451 -0.591 1.515
C -11.435952 6.884934 -10.420884 -2.165 1.312 0.824
O -12.462757 7.447564 -10.847271 1.993 -1.265 0.208
O -11.290613 5.647882 -10.057053 -0.388 0.199 -0.811
H -6.948043 9.220160 -8.802373 1.736 0.440 0.833
H -8.601126 10.646648 -10.017520 0.429 -0.105 -0.115
H -10.656234 9.617660 -10.841485 0.063 -0.002 -0.078
N -9.064379 1.394472 -5.277643 -1.272 1.929 0.255
C -9.733361 2.117204 -6.524196 -1.884 -0.320 1.296
C -11.128551 1.277487 -6.711107 1.057 2.662 0.182
P -10.245927 3.801647 -5.988361 -1.078 0.314 -2.884
O -8.973051 4.559732 -5.527052 0.979 0.063 1.039
O -11.226684 3.712148 -4.925971 -0.973 -0.438 1.412
O -10.653665 4.415730 -7.366612 0.276 -0.479 1.230
P -8.640377 1.976270 -8.024846 0.672 -2.727 0.152
O -7.223686 2.644780 -7.719980 -0.205 -0.651 0.810
O -8.544564 0.465472 -8.003276 0.299 1.602 -0.360
O -9.186371 2.770600 -9.188609 -0.728 -0.011 0.353
H -9.691886 1.405173 -4.433406 0.091 -0.101 -1.307
H -8.274829 1.953955 -4.939740 0.486 -0.537 -0.633
H -8.886057 0.458011 -5.599508 0.784 -0.591 -0.121
H -11.672555 1.368395 -5.740742 0.215 -0.052 -0.867
H -10.870110 0.272009 -6.949692 0.013 -0.731 -0.422
H -11.691753 1.810760 -7.531865 0.468 -0.866 0.916
H -8.561293 4.946700 -6.311098 0.882 0.506 -0.627
H -7.188993 3.582257 -7.960066 0.097 0.481 -0.060
F -8.544933 4.946900 -10.896990 0.463 0.228 -0.228
B -7.110606 5.212966 -11.529152 0.261 0.102 1.870
F -6.612394 3.970930 -11.751047 -0.273 -0.491 -1.145
F -7.270959 6.127771 -12.520987 -0.325 -0.397 -0.541
F -6.335123 5.755396 -10.504755 -0.422 0.472 0.293
```
Positions in Å, forces in eV/Å.

E_LUMO: 1.92 eV
Kohn-Sham gap: 9.2 eV
Spin multiplicity: 1
Charge: -1
E_HOMO: -7.32 eV

natural (NBO) charges, unit e, in atom order: 1.848 -0.595 0.778 -0.857 0.127 -0.181 -0.164 -0.197 0.103 -0.461 0.775 -0.627 -0.769 0.233 0.214 0.233 -0.715 -0.623 -0.628 2.411 -1.024 -1.129 -1.149 2.401 -1.011 -1.147 -1.115 0.434 0.447 0.455 0.224 0.226 0.259 0.532 0.538 -0.580 1.384 -0.542 -0.541 -0.568

=====

C5H8BrN2O3 | ωB97M-V/def2-TZVPD

Geometry as XYZ:
```
19
Properties=species:S:1:pos:R:3:forces:R:3
C -0.076133 0.057279 0.683378 2.627 3.376 7.925
C 0.152778 0.754476 2.139155 1.018 -3.643 -6.793
C -0.107091 -1.038424 -1.889127 -0.654 3.796 1.952
C 1.008690 -0.102155 -1.473006 -1.341 1.026 0.853
C -1.410169 -0.572096 -1.168939 -0.989 1.656 -3.180
N -0.915955 1.332514 2.845686 0.015 -0.224 -0.231
N 1.218025 -0.352452 0.008053 -1.540 7.808 0.294
O -1.991407 1.257516 2.315933 -1.352 -0.053 -0.574
O -0.663862 1.839854 3.894422 0.299 0.701 1.379
O -1.191517 0.106905 0.091291 -0.358 -1.341 -0.662
Br 1.918276 0.879963 2.820328 -0.732 -0.084 -0.406
H -0.063615 -0.974676 -2.928182 -0.937 -0.509 -1.798
H 0.037540 -1.946538 -1.475162 1.107 -3.494 0.512
H 1.938278 -0.320068 -1.849853 2.028 -0.683 -1.512
H 0.792966 0.989615 -1.728220 0.167 -1.362 0.910
H -1.882048 0.294316 -1.732039 0.383 -1.323 0.315
H -2.151557 -1.397790 -1.154745 0.483 0.618 0.846
H 1.935925 0.453390 0.439124 -1.522 -2.939 -0.741
H 1.450876 -1.261629 0.161901 1.297 -3.326 0.909
```
Positions in Å, forces in eV/Å.

E_LUMO (spin up / spin down): -4.80 / -4.79 eV
Kohn-Sham gap (spin up / spin down): 8.2 / 8.2 eV
Spin multiplicity: 1
Charge: +1
SMILES: O=[N+]([O-])/C(Br)=C1/[NH2+]CCCO1
E_HOMO (spin up / spin down): -12.96 / -12.96 eV

natural (NBO) charges, unit e, in atom order: 0.542 -0.146 -0.448 -0.212 -0.090 0.464 -0.580 -0.360 -0.334 -0.393 0.185 0.270 0.210 0.232 0.251 0.229 0.245 0.497 0.437

=====

C5H8O | ωB97M-V/def2-TZVPD

Geometry as XYZ:
```
14
Properties=species:S:1:pos:R:3:forces:R:3
C -1.190504 -0.693901 -0.480561 -0.137 0.007 -0.108
C 0.194639 -0.918409 0.070811 0.070 -0.047 0.065
C 1.316449 0.002565 -0.399237 0.152 -0.020 0.051
C 0.892666 1.473253 -0.338583 -0.217 -0.263 -0.191
O -0.458865 1.284190 0.750102 0.163 0.086 0.119
C -0.801524 -0.111813 0.832349 -0.062 -0.113 0.036
H -1.304108 -0.008092 -1.315982 0.041 -0.075 0.138
H -1.891575 -1.523063 -0.461528 0.120 0.149 0.003
H 0.453408 -1.913928 0.423781 -0.042 0.171 -0.064
H 1.616931 -0.233319 -1.430935 -0.041 0.068 0.131
H 2.190070 -0.196447 0.237922 -0.146 0.060 -0.083
H 0.259756 1.672220 -1.218642 0.079 -0.035 0.154
H -0.006843 1.558502 1.560460 -0.070 -0.025 -0.100
H -1.270501 -0.391756 1.770043 0.089 0.036 -0.152
```
Positions in Å, forces in eV/Å.

E_LUMO: 0.72 eV
Kohn-Sham gap: 8.1 eV
Spin multiplicity: 1
E_HOMO: -7.38 eV

natural (NBO) charges, unit e, in atom order: -0.444 -0.241 -0.501 -0.264 -0.549 0.049 0.233 0.228 0.226 0.221 0.194 0.114 0.525 0.209

=====

C46H59CaN8O5S | ωB97M-V/def2-TZVPD

Geometry as XYZ:
```
120
Properties=species:S:1:pos:R:3:forces:R:3
Ca -0.069010 -0.602850 0.646708 0.544 0.351 -0.996
C 3.116383 -4.197513 2.501234 0.075 -0.579 0.619
C 1.982023 -3.251884 2.235716 0.767 0.955 -1.592
N 2.060568 -2.398138 1.199832 -2.094 -0.383 1.653
N 3.090691 -2.411227 0.396258 0.637 -1.080 0.483
C 2.904267 -1.719369 -0.756696 -3.455 1.647 1.647
O 1.853570 -1.042590 -1.038694 1.804 -1.357 0.514
C 4.042321 -1.757632 -1.634738 1.264 0.077 -0.826
C 3.823330 -1.449314 -2.964199 -0.358 0.103 -0.684
C 4.873304 -1.390038 -3.862022 0.576 0.052 -0.414
C 6.187105 -1.616830 -3.437618 -0.189 -0.084 0.298
C 6.413673 -1.926169 -2.102321 -0.456 -0.155 0.713
C 5.340467 -2.015540 -1.191575 0.680 0.196 -0.621
C 0.791355 -3.413731 3.088348 -0.657 0.240 -0.447
C 0.448418 -4.716322 3.562366 -0.026 0.606 0.195
C -0.645899 -4.905394 4.398789 0.413 0.272 -0.627
C -1.421218 -3.782567 4.724462 -0.299 -0.387 0.891
C -1.083584 -2.531719 4.296797 0.830 -0.859 -1.277
N -0.049481 -2.371712 3.427454 1.331 -0.057 0.728
H 4.024142 -3.849501 2.007866 -0.236 -0.064 -0.093
H 2.903822 -5.239871 2.192386 0.192 0.433 -0.130
H 3.306382 -4.239062 3.583737 0.029 -0.039 -0.162
H 2.791322 -1.259883 -3.270900 0.440 0.062 0.044
H 4.701515 -1.141771 -4.907680 -0.114 -0.042 0.191
H 7.043604 -1.562811 -4.110169 -0.352 0.058 -0.013
H 7.425636 -2.101762 -1.732871 -0.237 0.055 -0.160
H 5.541651 -2.238943 -0.149906 -0.182 -0.005 -0.123
H 1.094340 -5.522963 3.220604 -0.340 0.108 0.294
H -0.920210 -5.899986 4.779941 0.188 0.544 -0.298
H -2.274948 -3.874151 5.390955 0.132 -0.022 -0.155
H -1.630276 -1.650594 4.515152 -0.339 0.655 0.109
C -0.496573 2.034085 -1.696088 -0.390 -0.149 0.647
C 0.507998 2.740202 -0.964675 0.320 -0.125 -0.340
C 1.738763 2.525376 -1.678483 -0.539 -0.256 0.213
C 1.433833 1.635008 -2.732565 0.081 0.813 0.225
C 0.070750 1.369400 -2.777290 0.496 -0.249 -0.374
C -0.546329 0.606479 -3.917201 -0.591 -0.409 -0.293
C -0.655308 1.548258 -5.171109 0.541 -0.685 0.864
C -1.957734 0.058911 -3.524153 0.824 0.229 -0.536
C 0.321327 -0.644118 -4.252531 -0.516 0.031 0.275
C 3.150130 3.070141 -1.500012 -0.228 -0.052 -0.189
C 3.180982 4.587865 -1.748106 -0.589 0.337 0.628
C 3.763447 2.656604 -0.154368 -0.196 0.262 0.365
C 4.042525 2.510946 -2.612671 0.771 0.150 0.386
C 0.078303 3.601006 0.217010 -0.399 -0.130 0.310
C 1.168583 4.078173 1.175864 0.522 -0.114 -0.538
C -0.717013 4.829322 -0.259133 -0.390 -0.509 0.700
C -0.841143 2.761044 1.137857 -0.053 -0.209 -0.700
H -1.553620 2.045845 -1.468530 -0.147 0.061 0.063
H 2.155210 1.233061 -3.403277 0.335 -0.244 -0.449
H -1.246204 2.414959 -4.903964 -0.213 0.221 -0.046
H -1.089279 1.024355 -6.009643 -0.384 -0.200 -0.419
H 0.340229 1.893859 -5.480351 -0.156 -0.073 0.235
H -2.682326 0.852262 -3.385526 -0.185 0.226 -0.015
H -1.875298 -0.488165 -2.597557 0.070 -0.189 0.455
H -2.309706 -0.649480 -4.280617 -0.146 0.170 -0.128
H 1.187496 -0.400121 -4.865815 0.094 0.084 -0.025
H -0.277291 -1.407413 -4.778268 0.179 0.248 -0.063
H 0.666342 -1.090401 -3.311860 -0.044 0.066 -0.161
H 2.446620 5.167284 -1.162671 0.197 -0.376 -0.174
H 2.968270 4.785290 -2.791144 -0.180 -0.002 -0.302
H 4.151588 5.016543 -1.543599 0.574 0.095 0.171
H 3.399398 3.285876 0.678403 0.310 -0.519 -0.455
H 4.846670 2.726971 -0.186153 0.354 0.176 0.009
H 3.523789 1.606596 0.048629 -0.092 0.158 0.030
H 3.644082 2.801385 -3.571484 -0.161 -0.128 -0.422
H 4.161002 1.431446 -2.557024 -0.093 -0.140 -0.035
H 5.051373 2.952836 -2.546548 -0.187 -0.065 0.125
H 1.954256 4.671639 0.679078 -0.365 -0.209 0.341
H 1.603608 3.186026 1.625301 0.234 0.119 -0.058
H 0.729653 4.663531 1.982660 -0.108 0.190 0.034
H -0.158126 5.414406 -0.956381 0.420 0.355 -0.646
H -0.935714 5.461385 0.604020 -0.195 0.148 0.091
H -1.663372 4.515524 -0.706214 0.098 0.076 -0.119
H -0.290420 1.904932 1.531167 0.014 -0.029 -0.140
H -1.752972 2.400327 0.634387 0.334 0.244 0.314
H -1.079841 3.326901 2.024888 -0.506 0.387 0.373
N -5.347052 5.215506 1.474850 -0.180 0.434 -0.821
C -5.066160 3.889093 1.687065 -0.346 0.123 -0.079
C -5.369104 2.931956 0.709108 -0.089 -0.317 0.484
C -5.087334 1.606101 0.999423 0.232 -0.609 -1.278
C -4.434223 1.223135 2.165467 0.243 -0.223 -0.947
C -4.269042 2.164614 3.174510 0.426 -0.372 0.555
C -4.553321 3.497761 2.919656 -0.184 0.182 0.996
S -3.523489 -0.385796 2.114107 0.555 -0.688 0.473
O -4.409549 -1.289103 1.287637 0.084 0.390 -0.032
O -2.222281 -0.100604 1.341169 -1.357 0.074 0.244
N 0.236761 -1.093271 2.952623 0.077 0.375 -0.125
C 1.016054 -0.282010 3.726938 -1.333 -0.431 -0.017
N 1.390081 -0.667636 4.954662 0.514 -0.207 0.216
C 2.185162 0.161792 5.610574 0.221 0.262 -0.026
C 2.592332 1.419945 5.139296 -0.355 -0.722 -0.063
C 2.045635 1.769504 3.905208 -0.993 -0.901 -0.272
N 1.233247 0.942182 3.205595 1.275 0.635 0.331
H -5.793743 5.475154 0.601170 0.212 0.044 0.623
H -5.341081 5.866209 2.238798 -0.023 -0.033 -0.159
H -5.837868 3.212479 -0.237317 0.138 -0.019 0.315
H -5.314356 0.812982 0.244914 0.363 0.715 0.666
H -3.950849 1.841223 4.186391 0.173 0.303 -0.805
H -4.441047 4.269070 3.715611 -0.011 -0.696 -0.645
H 2.508783 -0.224590 6.572226 0.092 0.249 0.125
H 3.256341 2.057467 5.714880 -0.179 -0.069 -0.191
H 2.185699 2.755887 3.473316 0.121 -0.123 -0.001
O -1.920308 -3.944438 0.608988 0.509 0.041 -0.628
C -1.866291 -3.200465 -0.466025 1.195 1.616 2.194
O -0.886418 -2.407037 -0.636126 -2.909 -2.033 -0.814
C -3.303441 -3.269175 -1.168434 0.521 0.918 0.754
N -4.139764 -3.881678 -0.081738 0.055 0.305 0.054
C -4.897722 -5.010313 -0.626677 -1.098 0.493 -0.654
C -4.056519 -5.524953 -1.820961 -0.426 0.203 0.217
C -3.455683 -4.219296 -2.355959 0.752 0.325 -0.762
H -3.643997 -2.230684 -1.398558 0.468 -0.792 0.232
H -4.614366 -3.176467 0.520797 0.183 -0.286 -0.708
H -3.062449 -4.182982 0.603167 0.549 0.126 -0.318
H -5.857079 -4.606547 -1.019771 0.348 -0.395 0.113
H -5.158068 -5.732893 0.153712 0.318 0.008 -0.180
H -4.674719 -6.034785 -2.580721 0.181 0.286 0.389
H -3.304157 -6.239518 -1.506751 0.257 0.013 0.197
H -4.168051 -3.730435 -3.018175 -0.088 -0.182 -0.213
H -2.503744 -4.311855 -2.938069 -0.775 -0.108 0.574
```
Positions in Å, forces in eV/Å.

E_LUMO: 1.63 eV
Kohn-Sham gap: 4.4 eV
Spin multiplicity: 1
Charge: -1
E_HOMO: -2.74 eV

Löwdin atomic charge list, values in e, 99 entries: 1.403 -0.067 -0.256 0.019 0.035 -0.420 -0.086 -0.170 -0.023 -0.079 -0.101 -0.092 -0.016 -0.091 0.005 -0.043 -0.058 -0.012 -0.034 0.060 0.076 0.080 0.095 0.101 0.095 0.094 0.100 0.105 0.114 0.108 0.119 -0.074 -0.158 -0.150 -0.080 -0.276 -0.510 -0.049 -0.060 -0.061 -0.529 -0.057 -0.045 -0.087 -0.524 -0.076 -0.050 -0.078 0.089 0.077 0.071 0.057 0.075 0.070 0.055 0.064 0.067 0.069 0.062 0.063 0.076 0.067 0.051 0.066 0.084 0.073 0.070 0.082 0.065 0.038 0.078 0.064 0.068 0.077 0.024 0.067 0.074 0.090 -0.348 -0.035 -0.096 -0.361 -0.100 -0.058 0.762 -0.551 -0.667 -0.075 -0.437 0.117 -0.158 -0.073 -0.115 0.123 0.094 0.084 0.108 0.116 0.113

=====

C9H14O | ωB97M-V/def2-TZVPD

Geometry as XYZ:
```
24
Properties=species:S:1:pos:R:3:forces:R:3
C 3.329989 1.179629 -1.105242 0.061 0.737 -2.509
C 3.855083 1.374829 0.320742 0.251 0.262 -1.023
H 3.532524 2.117781 -1.766508 -1.228 -1.148 1.326
H 3.923702 0.485376 -1.768179 -0.599 0.015 1.226
H 2.259970 0.832936 -1.091648 1.032 0.575 -0.486
H 2.948502 1.472468 1.007135 1.822 -0.651 -0.354
H 4.399110 2.334105 0.304291 -0.229 -0.368 0.541
H 4.637586 0.575376 0.401143 -1.112 0.564 1.286
C -3.307702 -2.450241 -0.627125 0.125 -2.860 1.275
C -0.792713 0.689527 0.867619 -0.289 -1.460 -0.097
C -1.794408 0.938024 -0.085185 3.015 2.404 1.553
C -0.521897 -0.601396 1.275850 -0.473 -0.053 0.321
C -2.676500 -0.008108 -0.476458 -0.453 -0.796 0.087
C -1.337198 -1.584979 0.772171 -3.242 -2.550 -1.532
C -2.577211 -1.329662 0.019804 3.581 1.324 -0.344
O -0.128322 1.665712 1.522714 2.528 2.216 -0.103
H 0.890540 1.727178 1.423560 -2.727 -0.685 -0.054
H -1.631914 1.962867 -0.458423 -1.181 -0.446 -0.191
H 0.201445 -0.685412 2.087881 0.103 -0.591 -0.512
H -3.349350 0.395268 -1.210286 -0.798 -0.762 -0.304
H -1.235521 -2.717963 0.774803 0.632 1.559 0.987
H -3.822806 -3.140416 0.139078 1.231 0.711 -0.691
H -2.595907 -3.160384 -1.268071 -1.840 1.768 1.001
H -4.207001 -2.072515 -1.059666 -0.211 0.235 -1.405
```
Positions in Å, forces in eV/Å.

E_LUMO: 0.74 eV
Kohn-Sham gap: 9.1 eV
Spin multiplicity: 1
SMILES: Cc1ccc(O)cc1.CC
E_HOMO: -8.37 eV

natural (NBO) charges, unit e, in atom order: -0.626 -0.624 0.205 0.208 0.211 0.188 0.211 0.226 -0.646 0.297 -0.266 -0.278 -0.205 -0.184 -0.041 -0.711 0.492 0.222 0.223 0.216 0.211 0.217 0.227 0.226

=====

| no. | strongest force on any atom (eV/A) |
| --- | --- |
| 1 | 3.1 |
| 2 | 9.0 |
| 3 | 0.4 |
| 4 | 4.2 |
| 5 | 4.4 |